Entry 1:
The following is a quantum chemistry calculation of the molecule C2H5NOS, from the OMol25 dataset.

XYZ file:
```
10
Properties=species:S:1:pos:R:3:nbo_charge:R:1
C -1.010 0.967 -0.922 -0.742
S -0.454 -0.722 -0.411 0.230
C 0.902 -0.286 0.533 0.505
N 1.296 -1.643 1.324 -0.882
O 1.550 0.700 0.528 -0.552
H -2.050 0.927 -1.136 0.231
H -0.325 1.420 -1.741 0.240
H -1.065 1.683 -0.115 0.234
H 1.846 -1.342 2.202 0.381
H 0.547 -2.161 1.524 0.355
```

Computed properties:
2S+1 = 1
ΔE to the lowest compared entry with this formula, charge and spin = 27.2 kcal per mole
HOMO level = -9.6 eV
gap between HOMO and LUMO = 10.35 eV
total energy = -607.36349 Eh
LUMO energy = 0.02578 hartree
structure (SMILES) = CSC(N)=O
charge = 0

Entry 2:
The following is a quantum chemistry calculation of the molecule C3H2O, from the OMol25 dataset.

XYZ file:
```
6
Properties=species:S:1:pos:R:3:nbo_charge:R:1
C -0.833 -0.208 -0.705 -0.589
C -1.717 -0.075 -1.577 0.109
C 0.124 -0.316 0.351 0.372
O 1.126 0.527 0.710 -0.610
H 0.208 -1.267 1.019 0.212
H 1.093 1.339 0.202 0.506
```

Computed properties:
2S+1 = 1
ΔE to the lowest compared entry with this formula, charge and spin = 54.4 kcal per mole
HOMO level = -10.3 eV
gap between HOMO and LUMO = 8.88 eV
total energy = -190.57575 Eh
LUMO energy = -0.05056 hartree
charge = 0

Entry 3:
The following is a quantum chemistry calculation of a cluster of 2 separate species, C3H11N2 in total, from the OMol25 dataset.

XYZ file:
```
16
Properties=species:S:1:pos:R:3:nbo_charge:R:1
C 0.513 -0.778 -2.208 -0.006
N 1.325 -0.190 -1.395 -0.662
H 0.976 -1.261 -3.066 0.191
H -0.556 -0.602 -2.195 0.172
H 0.310 0.490 -0.079 0.471
H 2.231 -0.538 -1.686 0.376
C 0.373 0.078 2.026 -0.427
N -0.298 0.615 0.780 -0.538
C -1.719 0.235 0.521 -0.413
H -0.026 -0.936 2.149 0.225
H 0.103 0.667 2.889 0.247
H 1.370 -0.156 1.665 0.249
H -0.210 1.632 0.855 0.421
H -2.017 0.634 -0.445 0.230
H -1.721 -0.851 0.469 0.229
H -2.315 0.684 1.309 0.236
```

Computed properties:
2S+1 = 1
ΔE to the lowest compared entry with this formula, charge and spin = 34.6 kcal per mole
HOMO level = -15.3 eV
gap between HOMO and LUMO = 12.31 eV
total energy = -230.12726 Eh
LUMO energy = -0.10968 hartree
charge = +1